# 1
{"formula": "C48H96O24S12", "method": "wB97M-V/def2-TZVPD", "species": ["C", "C", "C", "S", "O", "O", "C", "H", "H", "H", "H", "H", "H", "H", "H", "C", "C", "C", "S", "O", "O", "C", "H", "H", "H", "H", "H", "H", "H", "H", "C", "C", "C", "S", "O", "O", "C", "H", "H", "H", "H", "H", "H", "H", "H", "C", "C", "C", "S", "O", "O", "C", "H", "H", "H", "H", "H", "H", "H", "H", "C", "C", "C", "S", "O", "O", "C", "H", "H", "H", "H", "H", "H", "H", "H", "C", "C", "C", "S", "O", "O", "C", "H", "H", "H", "H", "H", "H", "H", "H", "C", "C", "C", "S", "O", "O", "C", "H", "H", "H", "H", "H", "H", "H", "H", "C", "C", "C", "S", "O", "O", "C", "H", "H", "H", "H", "H", "H", "H", "H", "C", "C", "C", "S", "O", "O", "C", "H", "H", "H", "H", "H", "H", "H", "H", "C", "C", "C", "S", "O", "O", "C", "H", "H", "H", "H", "H", "H", "H", "H", "C", "C", "C", "S", "O", "O", "C", "H", "H", "H", "H", "H", "H", "H", "H", "C", "C", "C", "S", "O", "O", "C", "H", "H", "H", "H", "H", "H", "H", "H"], "positions_angstrom": [[1.943, -9.617, 3.563], [3.219, -8.763, 3.600], [2.809, -7.283, 3.802], [1.095, -7.349, 4.552], [0.144, -6.938, 3.497], [1.159, -6.662, 5.860], [1.001, -9.229, 4.695], [2.193, -10.677, 3.573], [1.457, -9.384, 2.616], [3.776, -8.831, 2.666], [3.808, -9.142, 4.435], [2.791, -6.631, 2.929], [3.637, -6.946, 4.425], [-0.042, -9.543, 4.679], [1.369, -9.638, 5.636], [-3.322, 8.160, -7.263], [-3.975, 6.989, -6.569], [-4.451, 7.397, -5.130], [-4.959, 9.106, -5.358], [-4.543, 9.940, -4.207], [-6.374, 9.141, -5.776], [-3.814, 9.469, -6.790], [-3.446, 8.190, -8.346], [-2.245, 8.108, -7.105], [-3.265, 6.162, -6.554], [-4.839, 6.704, -7.168], [-3.522, 7.453, -4.562], [-5.167, 6.823, -4.542], [-2.917, 9.999, -6.468], [-4.226, 10.246, -7.433], [9.099, -8.894, -2.502], [9.531, -10.319, -2.845], [8.338, -11.229, -2.780], [6.892, -10.101, -3.416], [5.794, -10.045, -2.438], [6.556, -10.207, -4.845], [7.844, -8.574, -3.277], [9.898, -8.170, -2.663], [8.866, -8.793, -1.442], [10.162, -10.720, -2.052], [10.080, -10.387, -3.784], [8.006, -11.296, -1.744], [8.288, -12.151, -3.359], [7.231, -7.703, -3.046], [8.214, -8.366, -4.281], [2.876, 5.440, 8.372], [3.435, 5.596, 6.991], [3.779, 7.067, 6.871], [2.692, 8.099, 7.979], [1.666, 8.836, 7.242], [3.508, 8.734, 9.038], [1.904, 6.577, 8.659], [3.685, 5.644, 9.074], [2.501, 4.467, 8.688], [2.722, 5.374, 6.196], [4.277, 4.924, 6.826], [3.885, 7.627, 5.942], [4.732, 7.178, 7.389], [1.189, 6.236, 7.910], [1.429, 6.744, 9.626], [-5.334, -1.722, 9.313], [-4.364, -1.491, 10.517], [-2.983, -0.990, 9.990], [-3.332, -0.134, 8.447], [-2.200, -0.296, 7.507], [-3.941, 1.115, 8.767], [-4.631, -1.379, 7.997], [-6.296, -1.209, 9.329], [-5.479, -2.803, 9.331], [-4.293, -2.405, 11.108], [-4.812, -0.844, 11.271], [-2.484, -1.922, 9.729], [-2.258, -0.445, 10.595], [-3.992, -2.228, 7.757], [-5.299, -0.975, 7.236], [1.689, 11.749, -0.752], [0.642, 11.274, 0.228], [0.536, 9.680, 0.287], [1.964, 9.034, -0.781], [1.391, 8.881, -2.111], [2.659, 7.947, -0.092], [2.771, 10.678, -0.814], [2.004, 12.774, -0.556], [1.290, 11.978, -1.740], [-0.345, 11.712, 0.078], [0.816, 11.602, 1.253], [-0.339, 9.138, -0.073], [0.750, 9.206, 1.245], [3.520, 10.674, -1.605], [3.333, 10.703, 0.120], [-0.630, 1.214, -2.170], [-0.494, 0.428, -0.919], [0.954, 0.215, -0.809], [1.625, -0.221, -2.569], [1.756, -1.653, -2.779], [2.627, 0.740, -3.018], [0.028, 0.376, -3.283], [-0.121, 2.178, -2.195], [-1.661, 1.444, -2.442], [-1.047, -0.511, -0.952], [-0.802, 0.946, -0.011], [1.217, -0.691, -0.262], [1.395, 1.111, -0.371], [-0.647, -0.477, -3.342], [0.131, 0.688, -4.322], [8.772, 1.090, 1.745], [10.223, 1.342, 2.236], [10.769, 0.213, 3.095], [9.944, -1.354, 2.236], [9.379, -2.195, 3.298], [10.878, -1.869, 1.246], [8.658, -0.364, 1.345], [8.598, 1.769, 0.910], [8.062, 1.355, 2.528], [10.480, 2.307, 2.673], [10.806, 1.401, 1.317], [10.356, 0.105, 4.098], [11.839, 0.018, 3.170], [7.699, -0.763, 1.674], [8.856, -0.571, 0.293], [-3.181, -9.810, -2.544], [-2.666, -8.453, -2.974], [-3.959, -7.556, -2.945], [-5.370, -8.567, -3.528], [-5.333, -8.422, -4.977], [-6.549, -8.301, -2.760], [-4.557, -10.214, -3.218], [-3.363, -9.737, -1.472], [-2.434, -10.588, -2.701], [-2.167, -8.577, -3.935], [-1.938, -8.090, -2.249], [-3.954, -6.638, -3.533], [-4.113, -7.306, -1.896], [-4.507, -10.712, -4.186], [-5.266, -10.732, -2.572], [6.116, -4.155, -12.084], [5.817, -5.021, -10.862], [4.895, -4.278, -9.897], [3.965, -2.996, -10.992], [4.333, -1.626, -10.698], [2.554, -3.360, -11.086], [4.791, -3.483, -12.557], [6.625, -4.758, -12.837], [6.746, -3.360, -11.685], [6.789, -5.327, -10.475], [5.372, -5.932, -11.260], [5.481, -3.664, -9.214], [4.206, -4.928, -9.358], [4.978, -2.584, -13.145], [4.067, -3.978, -13.206], [-11.588, -2.174, -0.598], [-10.172, -2.289, -0.138], [-9.651, -0.918, 0.005], [-10.434, 0.059, -1.384], [-9.445, 0.065, -2.493], [-11.168, 1.208, -0.893], [-11.601, -1.268, -1.761], [-12.062, -1.903, 0.345], [-12.105, -3.072, -0.936], [-9.551, -2.779, -0.888], [-9.967, -2.823, 0.790], [-8.608, -0.761, 0.280], [-10.150, -0.481, 0.871], [-11.124, -1.935, -2.480], [-12.513, -0.943, -2.261], [-6.288, 8.691, 3.897], [-7.718, 8.933, 3.349], [-7.934, 7.791, 2.359], [-7.352, 6.230, 3.163], [-6.543, 5.475, 2.168], [-8.489, 5.574, 3.852], [-6.208, 7.190, 4.254], [-6.117, 9.316, 4.773], [-5.537, 8.836, 3.120], [-7.831, 9.870, 2.805], [-8.327, 8.925, 4.253], [-7.365, 8.119, 1.489], [-8.970, 7.859, 2.027], [-5.182, 6.946, 3.977], [-6.382, 6.995, 5.312]], "relative_energy_ev": 8.733, "spin_multiplicity": 1, "energy_ha": -8470.10219, "e_lumo_ev": 0.30}

# 2
{"formula": "C32H57N2O2P2Pt", "method": "wB97M-V/def2-TZVPD", "species": ["C", "C", "C", "C", "C", "H", "H", "H", "N", "P", "P", "C", "H", "H", "C", "O", "C", "H", "C", "C", "C", "C", "C", "H", "H", "H", "C", "H", "H", "H", "C", "H", "H", "H", "C", "H", "H", "H", "C", "H", "H", "H", "C", "H", "H", "H", "C", "H", "H", "H", "C", "H", "H", "H", "C", "H", "H", "H", "C", "H", "H", "H", "C", "H", "H", "H", "C", "H", "H", "H", "Pt", "N", "C", "C", "C", "C", "C", "H", "H", "H", "H", "H", "H", "H", "H", "H", "C", "C", "C", "O", "H", "H", "H", "H", "H", "H"], "positions_angstrom": [[-2.632, -0.968, -0.840], [-0.655, -1.989, -1.722], [-3.426, -1.802, -1.614], [-1.461, -2.598, -2.734], [-2.824, -2.633, -2.551], [-4.491, -1.745, -1.445], [-0.897, -3.257, -3.418], [-3.447, -3.288, -3.141], [-1.291, -1.082, -0.861], [-2.007, 1.483, 0.505], [1.450, -1.602, 0.023], [-3.228, 0.127, 0.051], [-4.078, 0.576, -0.495], [-3.564, -0.369, 0.982], [0.740, 1.136, 1.541], [1.421, 1.958, 1.993], [0.648, -2.363, -1.434], [1.189, -2.941, -2.189], [3.308, -1.103, -0.258], [1.230, -3.215, 0.976], [-2.304, 2.730, -0.891], [-2.639, 2.090, 2.179], [3.554, 0.416, -0.208], [3.313, 0.868, 0.759], [4.625, 0.614, -0.399], [2.971, 0.930, -0.978], [4.243, -1.709, 0.799], [3.973, -1.387, 1.812], [4.294, -2.803, 0.764], [5.266, -1.342, 0.611], [3.725, -1.565, -1.659], [4.768, -1.265, -1.871], [3.657, -2.653, -1.760], [3.109, -1.094, -2.435], [1.773, -3.053, 2.393], [1.376, -2.147, 2.877], [1.444, -3.934, 2.956], [2.866, -3.030, 2.433], [-0.272, -3.556, 1.055], [-0.844, -2.767, 1.563], [-0.712, -3.723, 0.063], [-0.388, -4.482, 1.634], [1.962, -4.305, 0.188], [1.531, -4.409, -0.828], [3.043, -4.093, 0.093], [1.838, -5.290, 0.693], [-1.923, 3.396, 2.549], [-2.241, 3.680, 3.562], [-0.830, 3.293, 2.566], [-2.195, 4.226, 1.885], [-2.294, 1.003, 3.211], [-2.864, 0.074, 3.055], [-1.226, 0.745, 3.208], [-2.538, 1.387, 4.214], [-4.158, 2.302, 2.219], [-4.706, 1.384, 1.972], [-4.424, 2.596, 3.247], [-4.502, 3.107, 1.564], [-2.418, 2.017, -2.241], [-3.324, 1.397, -2.287], [-2.504, 2.783, -3.030], [-1.530, 1.407, -2.448], [-1.090, 3.654, -0.906], [-0.165, 3.114, -1.128], [-1.221, 4.404, -1.699], [-0.959, 4.184, 0.046], [-3.566, 3.585, -0.689], [-4.464, 2.960, -0.613], [-3.501, 4.264, 0.173], [-3.672, 4.216, -1.587], [-0.178, 0.006, 0.465], [0.973, 1.518, -1.956], [1.110, 1.206, -3.083], [1.389, 0.711, -4.458], [1.619, -0.839, -4.562], [0.027, 0.971, -5.163], [2.674, 1.506, -4.806], [2.488, -1.214, -4.018], [0.756, -1.407, -4.183], [1.771, -1.156, -5.608], [-0.453, 1.940, -4.889], [0.076, 0.890, -6.256], [-0.660, 0.166, -4.818], [2.889, 1.477, -5.888], [2.634, 2.571, -4.456], [3.549, 1.053, -4.262], [1.340, 1.426, 5.485], [1.012, 0.041, 4.970], [0.537, -0.928, 6.008], [1.117, -0.274, 3.772], [1.940, 1.357, 6.400], [0.406, 1.945, 5.738], [1.885, 1.987, 4.724], [-0.326, -0.501, 6.533], [0.246, -1.866, 5.530], [1.340, -1.126, 6.730]], "relative_energy_ev": 0.000, "spin_multiplicity": 5, "energy_ha": -2314.38739, "e_lumo_ev": [-9.36, -13.14], "charge": 3, "s2": 6.05}

# 3
{"formula": "C34H41Cl2N3PSr", "method": "wB97M-V/def2-TZVPD", "species": ["Sr", "C", "C", "C", "P", "C", "C", "C", "C", "C", "C", "C", "C", "C", "C", "N", "C", "C", "C", "C", "C", "C", "C", "C", "C", "H", "H", "H", "H", "H", "H", "H", "H", "H", "H", "H", "H", "H", "H", "H", "H", "H", "H", "H", "H", "H", "H", "H", "H", "H", "H", "H", "H", "H", "H", "H", "C", "C", "C", "C", "N", "C", "C", "H", "H", "H", "H", "H", "H", "H", "Cl", "C", "C", "C", "C", "C", "Cl", "C", "N", "H", "H", "H"], "positions_angstrom": [[-0.468, 0.902, 0.206], [-1.476, -0.095, -3.779], [-2.085, -1.352, -3.154], [-1.850, -2.545, -4.076], [-1.526, -1.455, -1.385], [-2.895, -2.306, -0.486], [-3.563, -3.518, -1.126], [-2.451, -2.612, 0.944], [-0.054, -2.567, -1.364], [-0.078, -3.899, -1.768], [1.032, -4.738, -1.762], [0.942, -6.164, -2.234], [2.225, -4.173, -1.323], [2.305, -2.857, -0.903], [1.173, -2.011, -0.887], [1.210, -0.722, -0.417], [2.449, -0.172, -0.046], [3.295, 0.418, -1.005], [2.934, 0.315, -2.460], [4.447, 1.084, -0.599], [4.809, 1.180, 0.741], [6.036, 1.944, 1.166], [3.983, 0.573, 1.678], [2.813, -0.088, 1.311], [1.922, -0.696, 2.364], [-1.821, 0.033, -4.809], [-0.384, -0.170, -3.805], [-1.741, 0.805, -3.222], [-3.165, -1.191, -3.046], [-0.784, -2.769, -4.159], [-2.223, -2.317, -5.079], [-2.347, -3.453, -3.737], [-3.628, -1.493, -0.411], [-2.901, -4.388, -1.130], [-3.897, -3.339, -2.149], [-4.447, -3.799, -0.544], [-1.642, -3.350, 0.952], [-3.296, -3.026, 1.503], [-2.155, -1.700, 1.468], [-1.018, -4.311, -2.118], [-0.097, -6.501, -2.259], [1.486, -6.846, -1.576], [1.346, -6.301, -3.242], [3.129, -4.776, -1.296], [3.255, -2.469, -0.552], [1.933, 0.708, -2.652], [2.907, -0.728, -2.786], [3.651, 0.854, -3.082], [5.080, 1.540, -1.357], [6.837, 1.867, 0.429], [6.424, 1.576, 2.117], [5.823, 3.009, 1.296], [4.246, 0.622, 2.732], [2.403, -0.672, 3.343], [1.651, -1.724, 2.122], [0.980, -0.147, 2.479], [1.884, 5.789, 4.207], [1.376, 4.813, 3.180], [2.247, 4.140, 2.337], [1.721, 3.268, 1.395], [0.418, 3.028, 1.278], [-0.434, 3.661, 2.095], [0.017, 4.569, 3.042], [2.953, 5.665, 4.378], [1.366, 5.663, 5.158], [1.716, 6.815, 3.875], [3.319, 4.274, 2.404], [2.384, 2.729, 0.722], [-1.486, 3.417, 1.981], [-0.706, 5.060, 3.681], [-2.674, 2.807, -0.940], [-3.917, 2.515, 0.346], [-5.071, 3.254, 0.271], [-6.077, 3.061, 1.219], [-5.842, 2.093, 2.208], [-4.681, 1.367, 2.258], [-4.508, 0.168, 3.543], [-3.535, 1.490, 1.334], [-2.422, 0.863, 1.339], [-5.186, 3.977, -0.529], [-6.999, 3.625, 1.188], [-6.596, 1.897, 2.963]], "relative_energy_ev": 0.087, "spin_multiplicity": 1, "energy_ha": -2777.00684, "e_lumo_ev": 2.22, "charge": -1}